Density functional theory data (ωB97M-V/def2-TZVPD) for a molecular structure, C16H22Cl2O2Tc at a distorted geometry.

XYZ file:
```
43
Properties=species:S:1:pos:R:3:forces:R:3:lowdin_charge:R:1
C -0.54173 1.28744 -1.75112 0.344 -1.607 -0.177 -0.31
C -1.45298 0.22880 -1.55379 1.338 0.239 -0.440 -0.26
C -0.73322 -0.92816 -1.17454 0.738 0.857 -0.615 -0.21
C -2.89701 0.29415 -1.82712 -0.739 -0.164 0.523 -0.11
C 0.65796 -0.62867 -1.15881 -1.134 1.023 -0.192 -0.30
C 0.82188 0.76063 -1.60274 -0.407 -0.596 -0.191 -0.47
C 1.98645 1.22144 -2.41713 0.155 0.324 -0.263 -0.06
C -0.92488 2.61042 -2.26777 -0.099 0.650 -0.075 -0.09
C -1.37450 -2.25172 -0.99952 -0.445 -0.312 0.375 -0.06
C 1.75409 -1.61823 -1.11335 0.328 -0.268 0.054 -0.08
Tc 0.77096 1.24840 0.39894 -1.222 -2.580 2.046 1.24
Cl -3.90658 -0.39734 1.22093 -0.404 -0.338 0.216 -0.61
Cl -1.21202 2.05492 1.13369 -1.586 0.703 0.822 0.06
O 2.58022 0.73879 0.81508 2.649 -0.972 0.017 -0.45
H -3.26945 1.30524 -1.64888 -0.096 -0.044 -0.112 0.07
H -3.44311 -0.34848 -1.11930 0.051 0.213 -0.254 -0.04
H -3.13470 -0.00832 -2.85816 0.065 0.105 -0.005 0.07
H -2.07909 -2.18535 -0.15045 0.145 -0.176 -0.190 0.05
H -0.64212 -3.05212 -0.82757 -0.201 0.148 -0.013 0.07
H -1.97056 -2.51104 -1.89357 0.199 0.086 0.249 0.08
H 1.50245 -2.43468 -0.43441 0.208 -0.011 0.006 0.06
H 2.68316 -1.15272 -0.77609 -0.075 -0.091 0.099 0.06
H 1.91540 -2.05202 -2.10896 0.078 -0.051 -0.054 0.08
H 2.74627 0.43320 -2.46636 0.019 0.292 0.037 0.07
H 2.40556 2.14522 -2.00333 0.140 -0.217 -0.060 0.06
H 1.65173 1.45175 -3.43538 0.111 -0.105 -0.129 0.07
H -1.84278 2.95350 -1.77734 0.147 0.045 -0.066 0.06
H -1.12167 2.55691 -3.34641 -0.005 0.044 -0.033 0.08
H -0.14515 3.35426 -2.09329 0.000 -0.027 0.059 0.06
H 2.98412 0.83176 1.69579 -0.721 0.147 -0.546 -0.02
O 1.30715 3.00094 0.05310 0.502 3.222 -0.901 -0.50
H 1.97810 3.63432 0.36121 -0.219 -1.102 0.071 0.00
C 0.18626 -1.83257 4.33771 0.402 3.284 2.271 -0.13
C 0.10599 -2.38466 3.05358 -0.201 -2.349 -0.562 -0.13
C 0.17755 -1.54868 1.92014 0.157 2.615 -1.427 -0.15
C 0.38068 -0.18020 2.04890 -0.348 -2.484 -4.054 -0.28
C 0.48313 0.36280 3.33017 0.591 2.720 0.489 -0.18
C 0.35953 -0.44781 4.46813 -0.299 -3.923 2.757 -0.13
H 0.10277 -2.47367 5.22421 -0.003 0.353 -0.267 0.08
H -0.00164 -3.46765 2.91572 0.038 0.408 0.150 0.08
H 0.06414 -2.00012 0.94304 0.052 0.158 0.321 0.04
H 0.66111 1.42894 3.42424 -0.145 -0.040 0.202 0.07
H 0.42654 0.00038 5.46082 -0.111 -0.177 -0.140 0.07
```
Forces are in eV/Å.

F_max in eV/A: 4.8
2S+1: 4
Net charge: -2
DFT total energy in eV: -48282.3472

=====

Density functional theory data (ωB97M-V/def2-TZVPD) for a molecular structure, C16H22F12NiO10 at a distorted geometry.

XYZ file:
```
61
Properties=species:S:1:pos:R:3:forces:R:3:lowdin_charge:R:1
Ni 23.32984 11.51250 2.40974 -0.537 -0.551 0.431 0.67
O 20.66027 9.45248 4.17076 0.038 0.173 -0.142 -0.53
H 20.45182 8.71772 4.78002 0.528 0.414 -0.346 -0.14
O 26.17942 13.08343 0.55212 -0.004 -0.016 -0.058 -0.02
H 26.56892 13.25898 -0.32651 -0.081 -0.035 0.113 0.02
C 16.63119 11.25148 -0.33318 0.322 -0.513 0.368 -0.06
C 17.47470 12.39893 -0.89996 -3.128 0.073 2.546 -0.24
O 17.84226 12.08013 -2.19304 3.036 -0.067 -1.797 0.03
C 19.15579 11.84201 -2.37305 2.038 -1.361 2.322 -0.27
O 20.01004 11.64701 -1.46477 -3.151 1.052 -3.638 0.10
C 19.54957 11.70902 -3.91949 -1.817 0.559 0.538 -0.58
F 20.11083 12.81627 -4.35286 0.676 1.170 0.142 0.18
F 20.37761 10.73221 -4.10580 0.895 -1.257 0.108 0.21
F 18.48314 11.52213 -4.73080 -0.054 -0.262 0.678 0.14
H 15.64060 11.16262 -0.77917 0.208 0.005 -0.345 0.08
H 16.45601 11.33115 0.73970 0.173 0.367 0.044 0.08
H 17.18902 10.32223 -0.44902 -0.137 -0.152 -0.129 0.08
H 18.21667 12.66938 -0.14867 0.594 -0.065 -0.832 0.13
H 16.75530 13.21014 -1.01185 0.386 0.452 0.022 0.13
C 31.56893 11.45170 5.54362 2.525 -1.020 0.724 -0.09
C 30.13275 11.49855 5.81901 -1.819 0.647 -0.760 -0.23
O 29.66185 10.58763 6.82553 -1.033 -0.552 1.457 0.00
C 28.31202 10.49028 7.09706 -0.101 0.198 -3.150 -0.30
O 27.42508 10.93462 6.37481 1.978 -0.716 2.252 0.14
C 28.06896 9.46611 8.26783 -1.229 -0.253 0.141 -0.49
F 28.24429 10.04621 9.46799 0.673 -0.303 -0.524 0.15
F 26.77407 9.02179 8.29818 1.475 0.470 -0.619 0.13
F 28.87422 8.39399 8.09887 -0.539 0.920 0.480 0.16
H 32.18292 11.85412 6.34933 -0.084 0.272 0.053 0.08
H 31.88878 11.92058 4.61306 -0.580 0.420 0.060 0.09
H 31.96364 10.44238 5.42714 -0.355 -0.350 0.025 0.09
H 29.65268 11.24944 4.87266 -0.615 0.215 0.176 0.13
H 29.86340 12.49659 6.16465 -0.295 0.061 -0.326 0.13
C 24.75003 18.19978 7.50066 1.043 1.820 0.602 -0.07
C 24.16462 16.90968 7.10716 1.513 -1.707 0.044 -0.27
O 22.79423 16.92282 7.19852 -4.341 -0.417 -2.020 0.01
C 22.03746 16.45018 6.15427 1.183 -1.915 -2.594 -0.25
O 22.43204 16.01453 5.04200 -1.105 1.817 4.237 0.09
C 20.46962 16.42835 6.51770 2.269 -0.581 1.723 -0.56
F 20.10033 15.32185 7.25201 0.498 0.734 -1.429 0.13
F 20.30681 17.44424 7.32459 -0.683 1.374 0.966 0.17
F 19.72212 16.59789 5.47682 -0.558 -0.542 -0.970 0.22
H 24.28064 19.11308 7.13506 -0.367 -0.326 -0.572 0.09
H 25.78714 18.26503 7.17164 0.074 -0.145 -0.001 0.08
H 24.76608 18.37865 8.57576 -0.068 -0.408 0.144 0.08
H 24.40746 16.14173 7.84159 0.695 -0.047 0.026 0.14
H 24.50577 16.52314 6.14679 -0.144 0.321 -0.172 0.13
C 25.05531 4.36148 -3.66959 0.973 0.385 0.165 -0.06
C 25.77346 5.15180 -2.61046 0.201 -0.236 0.018 -0.23
O 25.32394 4.68631 -1.34143 -0.226 -0.311 2.069 0.00
C 25.20711 5.54006 -0.29884 -0.409 1.192 -2.696 -0.32
O 25.21869 6.74952 -0.47864 0.224 -1.979 1.624 0.12
C 24.79367 4.75183 1.00216 1.206 0.677 -1.370 -0.59
F 25.28358 3.50957 1.05597 -0.285 0.070 -0.295 0.17
F 25.24246 5.39552 2.04631 0.210 0.607 1.051 0.19
F 23.48368 4.73861 1.00566 -1.038 -0.414 0.271 0.20
H 23.98451 4.56129 -3.62990 0.110 -0.425 -0.365 0.09
H 25.39605 3.33578 -3.52843 -0.854 -0.256 -0.020 0.08
H 25.55961 4.67206 -4.58464 -0.619 0.104 -0.427 0.08
H 25.64615 6.23139 -2.69050 0.194 -0.140 0.033 0.12
H 26.80490 4.80134 -2.64794 0.317 0.749 -0.053 0.13
```
Forces are in eV/Å.

F_max in eV/A: 4.9
2S+1: 3
ΔE to the lowest compared entry with this formula, charge and spin in kJ/mol: 1090.00
Net charge: 0